No. 1
162
Properties=species:S:1:pos:R:3:forces:R:3 method="wB97M-V/def2-TZVPD" charge=+2
C -4.2902 -0.8161 1.3025 -0.702 0.267 -0.496
C -4.9376 -2.0509 0.6670 -0.769 0.826 -0.150
C -6.3187 -1.8335 -0.0309 1.014 0.700 -0.251
O -6.8148 -3.1236 -0.2238 0.155 0.019 -0.191
C -8.0677 -3.1953 -0.8808 -0.323 -1.209 1.170
N -4.0285 -2.5675 -0.3894 -0.858 -1.062 1.566
H -4.4533 -3.3966 -0.8271 0.214 0.395 -0.024
H -3.9703 -1.8201 -1.0310 0.516 0.785 -1.280
H -3.0823 -2.8254 0.0112 0.344 -0.377 -0.231
H -4.8317 -0.5255 2.2142 0.089 0.017 -0.398
H -4.2874 -0.0037 0.5620 -0.260 0.090 0.242
H -3.2468 -0.9443 1.5447 0.361 -0.504 0.187
H -5.0962 -2.8192 1.3894 0.105 -0.642 0.553
H -6.0989 -1.2707 -0.9800 -0.426 -0.595 0.504
H -7.0318 -1.1959 0.5099 0.217 -0.184 0.422
H -8.4210 -4.2313 -0.7612 0.355 0.242 -0.283
H -8.0209 -2.9522 -1.9212 0.095 0.401 -0.639
H -8.7998 -2.6269 -0.3208 -0.239 0.635 -0.124
C 6.6324 -1.6374 -1.9865 0.552 0.304 -1.081
C 5.5383 -0.6797 -1.5304 0.469 -0.546 1.881
C 5.3095 0.6324 -2.1878 0.078 1.498 -0.005
O 4.8165 0.4039 -3.4798 -0.697 0.559 -1.109
C 4.0507 1.5155 -4.0087 -0.351 -0.421 1.064
N 4.2177 -1.3904 -1.5853 -0.219 -0.464 0.899
H 4.0581 -2.0341 -0.7934 0.435 0.301 -0.022
H 3.4252 -0.7482 -1.5428 0.083 0.072 -0.248
H 4.1544 -2.0419 -2.3856 -0.113 0.569 -0.103
H 6.6593 -2.4914 -1.2897 0.143 0.248 -0.400
H 7.6201 -1.0960 -1.9654 -0.979 -0.622 0.083
H 6.4758 -2.0152 -3.0400 0.109 0.373 1.137
H 5.7310 -0.4707 -0.4481 -0.221 -0.070 -0.934
H 6.1943 1.3120 -2.1747 -0.238 -0.675 -0.099
H 4.5660 1.1663 -1.5591 0.039 -0.136 -0.315
H 3.1585 1.6719 -3.3435 0.673 0.064 -0.481
H 3.6832 1.3299 -5.0218 0.342 -0.457 0.234
H 4.6585 2.4177 -4.0347 0.073 0.140 0.092
C 4.2510 5.4276 1.5950 -0.268 -0.121 -0.211
C 2.7681 5.1531 1.4931 0.021 -0.584 -0.958
C 2.1785 5.8255 0.2253 1.073 -0.873 0.873
O 0.8047 5.6783 0.3011 -0.953 0.177 -0.687
C 0.2144 5.7956 -1.0009 -1.161 -1.477 1.172
N 2.5237 3.6110 1.4022 0.888 1.146 0.351
H 1.5605 3.3288 1.4633 -0.834 0.265 -0.211
H 2.9015 3.1851 0.5384 -0.083 0.308 0.351
H 2.9751 3.0842 2.1689 0.291 0.323 -0.066
H 4.6953 5.0099 2.4874 0.185 -0.536 0.007
H 4.3583 6.4941 1.7275 0.173 0.411 -0.302
H 4.7478 5.0870 0.6740 0.155 0.143 0.491
H 2.2383 5.5432 2.3588 -0.167 -0.373 0.131
H 2.5415 5.2810 -0.6627 0.246 0.252 0.086
H 2.4972 6.8871 0.1741 -0.121 -0.468 0.023
H 0.4334 4.9081 -1.6234 -0.168 0.147 0.378
H 0.5704 6.6365 -1.5300 0.265 1.278 -0.440
H -0.8705 5.8623 -0.7728 0.594 0.040 -0.676
C 0.8913 -3.2679 -0.9359 1.398 0.305 0.826
C 0.0815 -3.2311 -2.1787 -0.341 -0.202 -0.598
C 0.7163 -2.5184 -3.3494 0.472 0.034 0.224
O -0.1307 -2.5703 -4.4795 -0.280 0.005 0.611
C -0.8402 -1.3638 -4.6881 -1.159 -0.146 -1.065
N -0.1464 -4.6357 -2.6852 0.839 0.269 0.707
H -0.6424 -4.5421 -3.5498 -0.569 -0.300 -0.712
H 0.7883 -5.0415 -2.8396 -0.100 -0.193 -0.068
H -0.6240 -5.1964 -1.9637 -0.447 0.025 0.076
H 0.4491 -2.5521 -0.2475 0.134 -0.339 0.265
H 1.9743 -3.0109 -1.0377 -0.914 -0.235 -0.313
H 0.8757 -4.2908 -0.5576 -0.074 0.302 0.372
H -0.9006 -2.8714 -1.9242 -0.449 0.284 -0.154
H 1.6138 -3.1017 -3.5458 0.120 0.099 -0.472
H 1.0772 -1.5056 -3.0824 -0.512 -0.241 -0.136
H -0.1453 -0.6960 -5.1467 0.316 0.900 -0.364
H -1.3117 -0.8806 -3.8309 0.387 -0.337 0.521
H -1.6941 -1.5379 -5.3891 0.915 -0.150 0.377
C -6.2970 2.8717 -2.3331 -0.743 0.458 0.238
C -5.4602 2.5741 -3.4877 -1.304 -1.623 -0.213
O -4.4800 3.0763 -3.8597 2.001 1.363 -0.378
N -5.9446 1.4408 -4.3227 0.128 -1.476 -1.253
H -5.2683 1.3319 -5.1080 -0.612 0.389 0.356
H -5.7985 0.5155 -3.8212 -0.390 0.833 -0.042
C -7.3864 1.3744 -4.7526 -0.321 -0.272 0.676
H -5.7130 3.4726 -1.6655 0.177 0.134 0.620
H -6.7925 2.0196 -1.8633 0.340 -0.003 -0.052
H -7.0848 3.5160 -2.7210 -0.292 0.149 0.064
H -7.9587 1.3154 -3.8206 -0.035 -0.138 -0.337
H -7.5988 0.4817 -5.3624 0.502 0.313 0.400
H -7.7109 2.2472 -5.2880 0.252 0.495 -0.268
C -3.8914 6.5048 2.2273 0.183 2.837 0.081
C -3.8799 5.1393 1.8941 -2.717 -3.361 -2.543
O -4.6043 4.5551 1.0953 1.823 1.177 1.716
N -2.9246 4.3342 2.6379 0.331 -1.578 1.256
H -2.6172 4.8198 3.4927 0.435 -0.175 -0.370
H -3.3083 3.4319 2.9467 -0.853 0.592 0.065
C -1.8092 3.7749 1.7667 0.289 1.323 0.798
H -4.4971 6.7056 3.1064 -0.144 -0.126 0.303
H -4.3387 7.0483 1.4090 -0.177 0.248 -0.160
H -2.9007 6.9160 2.4149 0.142 -0.038 0.074
H -1.3796 2.9239 2.2877 0.281 0.334 -0.175
H -1.1684 4.6245 1.5576 0.675 -0.404 -0.023
H -2.3281 3.4950 0.8985 -0.352 -0.720 -1.234
C 2.2522 -4.5795 1.9482 0.119 -0.737 0.716
C 3.3670 -3.6091 1.9294 -0.944 -1.100 1.714
O 3.7831 -2.9917 1.0491 0.798 1.553 -2.287
N 4.0357 -3.2769 3.2699 0.117 1.364 0.493
H 3.4325 -2.5345 3.7028 -0.038 -0.332 -0.457
H 4.0939 -4.0083 3.9648 -0.208 -0.601 -0.167
C 5.4132 -2.6573 3.0888 -0.107 -0.269 2.245
H 2.1839 -5.0838 0.9783 0.098 0.154 0.267
H 1.3214 -4.0543 2.1487 -0.135 0.190 -0.139
H 2.3560 -5.3102 2.7730 0.061 0.231 -0.498
H 6.0060 -3.0951 3.9023 0.154 -0.106 -0.508
H 5.3853 -1.6007 3.3401 -0.204 -0.006 -0.671
H 5.7913 -2.8997 2.1281 0.319 0.022 -0.686
C -0.2744 -1.5929 4.1702 -1.065 0.503 -0.593
C 1.0362 -0.9621 4.4181 -1.324 0.313 1.447
O 1.9718 -1.3471 3.7949 2.884 -0.828 -1.314
N 1.1375 0.1117 5.2763 -0.727 0.120 0.891
H 0.0749 1.9251 5.3337 1.095 -0.995 -0.425
H 0.5725 0.0325 6.1235 -0.346 -0.305 -0.645
C 2.4654 0.5698 5.7078 -0.510 -0.629 -0.192
H -0.9970 -1.7145 4.9695 0.376 -0.323 0.522
H -0.1438 -2.4736 3.5347 -0.189 0.124 0.372
H -0.7573 -0.8267 3.5694 -0.294 0.008 -0.614
H 3.0064 0.9514 4.8402 0.111 0.199 0.461
H 2.9661 -0.2964 6.1532 0.411 0.368 -0.029
H 2.2047 1.2861 6.4908 0.835 0.264 -0.235
As 4.1273 -5.1497 -2.5294 -1.309 -0.764 1.080
F 2.3789 -5.4036 -2.1179 0.562 0.064 -0.414
F 3.6350 -3.4223 -2.8398 0.167 -1.294 -0.577
F 5.7638 -4.7204 -2.7821 -0.254 -0.220 -0.175
F 4.3729 -6.8305 -2.1773 0.366 0.964 0.063
F 3.7704 -5.5475 -4.1478 0.181 0.435 -0.158
F 4.2683 -4.6775 -0.8404 0.275 -0.191 -0.451
As -4.7066 -1.7557 -3.6212 -1.767 0.028 -1.997
F -6.3057 -0.9697 -3.5295 -0.135 0.634 -0.426
F -4.2838 -0.5524 -2.3607 -0.090 -0.586 0.279
F -3.2299 -2.5210 -3.3487 0.615 -0.274 -0.300
F -5.2848 -2.6443 -5.0381 1.080 0.741 1.197
F -4.1275 -0.5100 -4.6868 0.202 -0.269 -0.276
F -5.5027 -2.8816 -2.6387 0.267 -0.878 0.952
As 0.7464 0.8143 0.2910 -1.034 1.452 -0.796
F 1.4129 1.1449 1.8173 0.443 -0.075 1.187
F -0.5311 -0.0859 1.0041 -0.483 0.199 0.437
F -0.0049 0.6328 -1.2342 -0.191 0.101 -0.465
F 2.0610 1.6969 -0.4435 0.108 0.203 -0.341
F 1.6329 -0.5877 0.0745 1.087 -1.390 -0.063
F -0.1012 2.4013 0.4917 0.171 -0.701 -0.211
As 5.4687 1.2922 2.0989 1.222 1.305 -0.630
F 6.4545 2.7319 2.3222 -0.549 -1.105 0.521
F 4.8940 2.1356 0.6514 -0.495 -0.368 0.373
F 4.4655 -0.0492 1.7443 -0.844 -0.329 -0.332
F 5.9930 0.4524 3.5025 0.366 0.273 0.393
F 4.1629 1.9977 3.1067 0.315 0.041 -0.671
F 6.7248 0.5273 1.1469 -0.255 0.406 0.391
O -0.8524 -4.8967 1.8689 -0.871 -0.161 -0.560
C -1.3906 -4.5762 0.6134 -0.378 -1.091 -1.283
O -1.4561 -5.5048 -0.2367 0.336 0.714 0.999
O -1.7521 -3.3906 0.4150 0.601 0.001 1.152
H -0.9894 -5.8657 1.9488 0.371 0.666 -0.195
O -1.4500 4.4831 5.0474 -0.862 1.368 -0.047
C -0.4737 3.6482 4.8730 5.288 -2.955 -1.732
O 0.5124 3.7429 4.1164 -3.243 0.887 1.407
O -0.6014 2.5305 5.6184 -1.668 1.591 0.323
H -1.9174 4.2079 5.8400 -0.439 -0.012 0.501

***

No. 2
6
Properties=species:S:1:pos:R:3:forces:R:3 method="wB97M-V/def2-TZVPD" de_lowest_kcal_mol=81.3 charge=0
C -1.2253 -0.2139 -0.2195 -1.102 -2.657 -2.918
P 0.1457 0.9018 -0.1335 -0.182 1.571 1.650
S -2.7716 0.1055 0.0063 0.401 -0.145 0.533
H -1.0118 -1.5304 -1.3195 0.053 2.933 2.575
H 1.1338 0.0168 -0.4214 1.084 -0.771 0.331
H 0.3292 1.2392 1.3810 -0.254 -0.931 -2.172

***

No. 3
14
Properties=species:S:1:pos:R:3:forces:R:3 method="wB97M-V/def2-TZVPD" de_lowest_kcal_mol=75.0 smiles="O=C1[C@@H]2C[C@@H](F)[C@H]1N2" charge=0
O 2.1842 -1.0056 -1.2206 -1.358 1.179 1.137
C 1.3627 -0.4661 -0.5148 1.200 -1.907 -1.057
C 0.4987 -0.8495 0.7363 0.804 -0.480 0.178
C -0.8479 -0.7765 0.0017 -2.640 -1.054 3.016
C -0.8300 0.5712 -0.5670 -0.400 1.933 -3.042
F -1.6417 1.5234 0.0819 0.542 -0.337 0.659
C 0.6839 0.8912 -0.3605 -1.296 -0.351 0.811
N 0.8744 0.5621 1.1260 -0.148 0.271 -1.301
H 0.6217 -1.7016 1.4949 0.216 1.417 -1.335
H -1.1277 -1.5071 -0.7197 0.608 -0.869 -0.764
H -1.6713 -0.9315 0.7557 0.567 0.575 -0.543
H -1.2405 0.7270 -1.6565 1.276 -0.883 1.761
H 0.8690 1.8203 -0.8398 1.222 0.813 0.096
H 0.2646 1.1427 1.6824 -0.592 -0.307 0.384

***

Sequential E output: -14023.6041, -779.2847, -423.8999 Ha
Sequential orbital gap output: 7.50, 7.78, 10.89 eV